{
  "formula": "C36H80N5O3",
  "method": "wB97M-V/def2-TZVPD",
  "charge": 4,
  "e_tot_ha": -1917.58239,
  "lumo_energy_ev": [-9.48, -13.86],
  "spin_multiplicity": 2,
  "s_squared": 0.757,
  "homo_energy_ha": [-0.683, -0.683],
  "homo_lumo_gap_ev": [9.10, 4.71],
  "elements": ["N", "O", "O", "O", "C", "C", "C", "C", "N", "C", "C", "C", "C", "C", "H", "H", "H", "H", "H", "H", "H", "H", "H", "H", "H", "H", "H", "H", "H", "H", "H", "H", "H", "H", "C", "C", "C", "C", "N", "C", "C", "C", "C", "C", "H", "H", "H", "H", "H", "H", "H", "H", "H", "H", "H", "H", "H", "H", "H", "H", "H", "H", "H", "H", "C", "C", "C", "C", "N", "C", "C", "C", "C", "C", "H", "H", "H", "H", "H", "H", "H", "H", "H", "H", "H", "H", "H", "H", "H", "H", "H", "H", "H", "H", "C", "C", "C", "C", "N", "C", "C", "C", "C", "C", "H", "H", "H", "H", "H", "H", "H", "H", "H", "H", "H", "H", "H", "H", "H", "H", "H", "H", "H", "H"],
  "coordinates": [[0.67550, 1.02197, -1.77121], [0.35724, 2.17316, -1.91866], [0.58113, 0.52519, -0.65630], [1.19319, 0.38851, -2.60903], [-2.78749, 1.19974, -0.90720], [-4.14379, 1.93923, -1.08175], [-5.34819, 0.99774, -1.24171], [-5.74327, 0.24375, 0.03028], [-6.78376, -0.87321, -0.22257], [-7.07478, -1.81820, 1.01850], [-7.64680, -3.10610, 0.43861], [-7.08375, -3.20716, -0.93790], [-6.27021, -1.92266, -1.23399], [-8.10062, -0.25433, -0.73012], [-2.62099, 0.70333, -1.86321], [-2.76276, 0.40302, -0.16375], [-1.93038, 1.83985, -0.69812], [-4.07333, 2.74750, -1.80966], [-4.32624, 2.43243, -0.12699], [-5.09820, 0.38566, -2.10829], [-6.22094, 1.52325, -1.62934], [-6.11976, 0.94289, 0.77698], [-4.86967, -0.25907, 0.44512], [-7.78511, -1.31358, 1.67340], [-6.07344, -1.99902, 1.40930], [-8.72712, -2.98386, 0.51654], [-7.33570, -3.95113, 1.05280], [-7.81855, -3.30946, -1.73647], [-6.35328, -4.01529, -0.97583], [-6.45590, -1.60177, -2.25900], [-5.19547, -2.00509, -1.07200], [-8.90375, -0.95077, -0.48919], [-8.10339, -0.02188, -1.79504], [-8.22127, 0.68570, -0.19172], [3.13722, 5.90830, -6.31535], [2.49809, 4.91068, -5.34394], [3.58952, 4.48656, -4.29239], [3.35377, 3.22751, -3.49869], [4.11281, 3.19268, -2.14045], [5.63455, 3.39910, -2.32906], [6.22782, 2.64805, -1.14487], [5.36315, 1.41419, -0.97420], [4.00871, 1.74443, -1.52981], [3.55562, 4.19215, -1.14156], [2.39675, 6.20922, -7.05647], [4.01066, 5.52089, -6.83985], [3.43428, 6.82224, -5.80098], [2.12481, 4.06840, -5.92645], [1.63467, 5.34355, -4.83873], [3.55927, 5.40605, -3.70782], [4.60147, 4.46433, -4.69682], [3.56075, 2.34447, -4.10326], [2.32298, 3.25636, -3.14548], [5.84345, 4.44347, -2.56088], [5.97447, 2.92408, -3.24934], [6.35620, 3.12592, -0.17365], [7.25196, 2.37864, -1.40304], [5.34192, 1.16852, 0.08754], [5.75475, 0.55769, -1.52298], [3.24768, 1.75697, -0.74957], [3.63018, 1.08192, -2.30820], [4.19821, 4.06865, -0.26982], [2.52390, 3.92020, -0.91861], [3.62940, 5.24887, -1.39847], [3.80057, 1.42336, 7.64079], [3.02486, 1.93789, 6.47453], [1.98102, 0.96168, 5.77216], [1.19690, 1.63045, 4.64766], [0.29668, 0.72343, 3.71633], [1.09967, -0.38799, 2.88581], [0.57592, -1.71423, 3.43555], [-0.04151, -1.42877, 4.79495], [-0.72831, -0.02867, 4.63195], [-0.37059, 1.70051, 2.71472], [3.76347, 0.33460, 7.60451], [3.34277, 1.84388, 8.53616], [4.81336, 1.82426, 7.68106], [3.62768, 2.42525, 5.70825], [2.37237, 2.75464, 6.78319], [1.46100, 0.63321, 6.67203], [2.52046, 0.12769, 5.32318], [1.83751, 2.19768, 3.97239], [0.45524, 2.28862, 5.10027], [0.73420, -0.34856, 1.85966], [2.18090, -0.32012, 3.00595], [-0.16332, -2.17517, 2.78045], [1.34090, -2.49063, 3.44563], [-0.85888, -2.12313, 4.98955], [0.67361, -1.55589, 5.60769], [-1.63928, -0.04464, 4.03363], [-1.02533, 0.46197, 5.55886], [-0.97558, 2.44529, 3.23182], [-1.00480, 1.05380, 2.10838], [0.40692, 2.20244, 2.13883], [3.53539, -2.02692, 0.79582], [3.47719, -2.89478, -0.47529], [2.16679, -2.91691, -1.25645], [1.06915, -3.59974, -0.45762], [-0.24766, -3.80343, -1.26305], [-1.22981, -4.70336, -0.43965], [-1.18645, -6.07340, -1.16666], [-1.23851, -5.61495, -2.62582], [-0.08075, -4.54817, -2.58738], [-0.88638, -2.44409, -1.57612], [3.07631, -1.05205, 0.63154], [4.49439, -1.89626, 1.29715], [2.98448, -2.45931, 1.63107], [3.79838, -3.90740, -0.23129], [4.25801, -2.43025, -1.07748], [2.34861, -3.32405, -2.25108], [1.95477, -1.88154, -1.52318], [0.69421, -3.04467, 0.40227], [1.47980, -4.53879, -0.08659], [-2.22206, -4.26131, -0.52983], [-0.93957, -4.67684, 0.61067], [-2.00983, -6.65984, -0.75893], [-0.28656, -6.60168, -0.85169], [-2.21907, -5.18269, -2.82517], [-0.93438, -6.41834, -3.29677], [0.02130, -3.87215, -3.43631], [0.91320, -4.98078, -2.47332], [-1.00981, -1.92540, -0.62542], [-1.87863, -2.59824, -2.00011], [-0.30890, -1.81005, -2.24888]],
  "forces_ev_per_a": [[0.29, 1.19, 1.42], [-0.78, 1.27, -0.06], [-0.67, -0.43, 1.62], [1.11, -1.98, -2.97], [-0.50, -0.16, -1.04], [0.21, -0.11, 2.32], [-0.07, 0.18, -1.30], [0.11, -0.90, -0.52], [-0.34, -0.27, -0.66], [0.60, 0.95, -0.97], [-0.50, 0.88, 1.17], [1.18, 0.27, -1.35], [-0.77, 0.47, 0.37], [0.48, -0.10, 0.73], [0.44, -0.14, -0.18], [-0.39, 0.05, 0.28], [-0.29, 0.28, -0.07], [-0.15, -0.42, -0.25], [0.04, 0.53, 0.09], [-0.03, -0.82, 0.25], [0.02, 0.47, 0.29], [-0.26, -0.19, -0.01], [-0.05, -0.12, 0.13], [0.54, 0.11, 0.23], [-0.19, 0.29, 0.50], [-0.04, -0.59, -0.41], [-0.27, 0.11, 0.10], [-0.03, -0.37, 0.24], [-0.37, -0.27, -0.32], [0.16, 0.30, 0.21], [-0.06, -0.13, 0.10], [0.02, 0.18, -0.13], [0.36, -0.31, 0.08], [-0.24, -0.17, 0.10], [-0.57, 0.37, 0.10], [1.16, -0.90, -0.40], [-0.23, 1.18, -0.29], [-0.74, 1.13, 1.15], [0.29, -0.63, -1.17], [-0.65, -0.09, 0.21], [1.33, 0.23, -0.18], [0.46, -0.69, 0.03], [-0.92, 1.29, -0.21], [0.68, -0.61, 0.18], [0.09, -0.01, -0.08], [-0.10, -0.19, 0.09], [0.09, 0.02, 0.08], [0.04, -0.24, 0.05], [0.09, 0.05, 0.13], [0.34, -0.25, 0.82], [-0.14, -0.05, -0.53], [0.17, -0.10, 0.40], [-0.24, -0.47, -0.34], [-0.07, 0.15, 0.88], [-0.51, -0.53, -0.04], [-0.42, 0.71, -0.31], [0.00, -0.11, -0.05], [-0.20, -0.25, -0.14], [0.20, 0.03, 0.12], [-0.09, 0.31, -0.01], [0.40, 0.12, -0.11], [-0.31, -0.02, 0.22], [0.11, 0.04, -0.05], [0.04, -0.30, -0.69], [-0.18, 0.01, 0.43], [-1.65, 1.34, -2.30], [1.70, -0.02, 0.35], [-0.78, -0.30, 0.41], [0.85, 1.00, 0.47], [-1.66, -0.03, 0.98], [0.11, -0.57, 0.06], [-1.42, 0.20, -0.10], [1.34, -0.83, -1.15], [0.24, -1.27, 0.94], [0.44, 0.01, 0.56], [-0.07, -0.67, 0.25], [0.07, -0.41, -0.33], [0.37, -0.29, -0.16], [0.05, 0.27, 0.29], [-0.88, -0.39, -0.61], [0.18, -0.31, 0.28], [0.09, -0.09, 0.07], [0.08, 0.30, -0.23], [0.59, 0.70, -0.02], [-0.24, 0.61, -0.03], [-0.36, 0.43, -0.18], [0.30, 0.24, 0.41], [0.15, -0.21, 0.14], [-0.11, 0.61, 0.00], [0.01, -0.56, -0.08], [0.78, 0.41, -0.08], [0.11, -0.19, 0.18], [0.01, 0.33, -0.26], [-0.08, -0.22, 0.00], [-1.12, -0.37, 0.82], [1.14, 0.50, 0.61], [0.29, 1.07, 0.11], [-0.81, 0.25, -0.99], [-0.52, 0.63, -0.23], [0.53, 0.06, -0.60], [-0.35, 1.11, 1.36], [1.90, 0.08, 0.85], [0.05, -0.64, 0.24], [-0.04, -0.49, 0.95], [0.13, 0.27, -0.18], [0.42, -0.01, -0.83], [-0.52, -0.27, -0.03], [0.10, -0.04, -0.10], [-0.05, -0.48, -0.57], [-0.08, -0.74, 0.21], [-0.50, 0.21, 0.36], [0.46, 0.24, 0.07], [-0.56, -0.39, -0.23], [0.05, 0.04, -0.07], [0.14, -0.12, -0.13], [-0.18, -0.10, -0.51], [0.18, -0.04, -0.48], [0.16, -0.07, -0.44], [-0.46, 0.19, -0.24], [-0.46, 0.18, 0.20], [-0.27, -0.70, -0.30], [-0.01, 0.06, 0.02], [0.17, -0.24, -0.09], [0.29, -0.50, 0.04]],
  "mulliken_spin": [-0.005, 0.342, 0.413, 0.260, 0.001, -0.003, 0.000, 0.000, 0.000, 0.000, 0.000, 0.000, 0.000, 0.000, 0.001, 0.000, -0.004, 0.000, 0.000, 0.000, 0.000, 0.000, 0.000, 0.000, 0.000, 0.000, 0.000, 0.000, 0.000, 0.000, 0.000, 0.000, 0.000, 0.000, 0.000, 0.000, -0.002, 0.001, 0.000, 0.000, 0.000, -0.002, -0.006, 0.000, 0.000, 0.000, 0.000, 0.000, 0.000, 0.000, 0.000, -0.001, 0.001, 0.000, 0.000, 0.000, 0.000, 0.000, 0.000, 0.000, 0.001, 0.000, -0.001, 0.000, 0.000, 0.000, 0.000, 0.000, -0.001, 0.001, 0.000, 0.000, 0.000, 0.003, 0.000, 0.000, 0.000, 0.000, 0.000, 0.000, 0.000, 0.000, 0.000, 0.007, 0.000, 0.000, 0.000, 0.000, 0.000, 0.000, 0.000, 0.000, 0.000, -0.003, 0.003, -0.001, 0.011, 0.003, -0.002, 0.000, 0.000, 0.000, 0.000, -0.004, -0.003, 0.000, 0.000, 0.000, 0.000, 0.000, -0.012, 0.000, 0.000, 0.000, 0.000, 0.000, 0.000, 0.000, 0.000, 0.000, 0.000, 0.001, -0.001, 0.001]
}